No. 1
Here is a cluster of 2 separate species, C4H3O in total in a non-equilibrium geometry from OMol25. Energies are from wB97M-V/def2-TZVPD.

```
8
Properties=species:S:1:pos:R:3:forces:R:3:mulliken_charge:R:1
H 1.46498 -1.07501 -2.20375 -0.04 -0.11 0.19 0.600
O -1.20442 2.13577 0.42823 0.16 -0.58 1.04 -0.516
C -0.25292 1.36452 0.68561 -0.34 0.44 -0.82 -0.061
C -0.05727 0.08853 0.10059 -0.11 1.65 0.70 -0.091
C -0.27144 -1.27789 0.03375 -0.10 -1.47 -1.08 -0.449
C 0.55754 -0.74096 -0.90732 0.28 -0.79 0.65 -1.022
H 0.53023 1.65908 1.41752 0.20 0.52 -0.34 0.239
H -0.76669 -2.15406 0.44536 -0.05 0.34 -0.34 0.300
```
Positions in Å, forces in eV/Å.

For the energy above the lowest of the compared OMol25 structures with the same formula, charge and spin, the calculation gives 85.8 kcal per mole. As for the largest force on an atom: 1.83 eV/Å. The orbital gap (alpha / beta) comes out at 0.176 / 0.187 Eh. The spin multiplicity is 1. Its charge is -1. The value obtained for the calculated total energy is -6236.447 eV.



No. 2
Here is the ion C4H3O3 with charge -1 in a non-equilibrium geometry from OMol25. Energies are from wB97M-V/def2-TZVPD.

```
10
Properties=species:S:1:pos:R:3:forces:R:3:mulliken_charge:R:1
C 1.37150 1.83874 -0.01703 0.07 -2.67 0.63 -0.504
C 0.59736 -0.55272 -0.10877 0.94 6.06 -0.39 0.075
C 1.95418 -0.45302 -0.01347 -0.02 -2.90 0.18 0.448
C 0.04032 0.89957 -0.02667 1.45 -1.27 1.64 -0.286
O 2.38317 0.94775 -0.01422 -2.02 1.54 -0.22 -0.075
O 2.84710 -1.35239 0.07672 -0.41 0.91 -0.06 -0.839
O -0.26084 -1.57888 0.02314 -2.13 0.85 0.11 -0.524
H -0.62263 0.87136 0.96500 1.08 1.00 -2.16 0.182
H -0.41741 1.31284 -0.93030 -0.79 -0.16 0.18 0.257
H 0.31769 -2.27911 0.01698 1.82 -3.36 0.10 0.267
```
Positions in Å, forces in eV/Å.

For the energy above the lowest of the compared OMol25 structures with the same formula, charge and spin, the calculation gives 66.2 kcal per mole. As for the largest force on an atom: 6.15 eV/Å. The orbital gap comes out at 0.231 Eh. The spin multiplicity is 1. Its charge is -1. The value obtained for the calculated total energy is -10336.263 eV.



No. 3
Here is the ion C4H3O3 with charge -1 in a non-equilibrium geometry from OMol25. Energies are from wB97M-V/def2-TZVPD.

```
10
Properties=species:S:1:pos:R:3:forces:R:3:mulliken_charge:R:1
C 1.98020 0.89881 -0.56346 0.38 0.34 0.33 0.046
C 0.88105 0.62668 -0.14982 -0.73 -0.74 0.21 -0.982
C -0.94479 0.38721 0.19807 -0.06 1.72 -1.94 0.737
O -1.37913 1.48586 0.62823 0.22 -1.67 0.93 -0.768
O -1.41588 0.04314 -1.09980 0.27 -3.86 0.68 -0.574
C -0.41669 -0.91916 0.81892 -0.41 1.22 -0.43 -0.057
O -0.51712 -1.93112 0.15127 0.17 -1.08 0.51 -0.622
H 2.93398 1.32631 -0.63669 0.70 0.16 -0.42 0.434
H -1.26908 -1.05838 -1.10420 -0.39 3.92 -0.01 0.395
H 0.14746 -0.85935 1.75749 -0.15 -0.02 0.15 0.390
```
Positions in Å, forces in eV/Å.

For the energy above the lowest of the compared OMol25 structures with the same formula, charge and spin, the calculation gives 69.3 kcal per mole. Its SMILES is C#C[C@@]([O-])(O)C=O. As for the largest force on an atom: 3.94 eV/Å. The orbital gap comes out at 0.303 Eh. The spin multiplicity is 1. Its charge is -1. The value obtained for the calculated total energy is -10336.128 eV.



No. 4
Here is a cluster of 2 separate species, C4H3O3 in total in a non-equilibrium geometry from OMol25. Energies are from wB97M-V/def2-TZVPD.

```
10
Properties=species:S:1:pos:R:3:forces:R:3:mulliken_charge:R:1
C 1.84619 -0.59446 0.19277 -1.69 1.56 0.13 -0.636
C 0.63868 0.21102 0.08786 0.47 0.03 -0.01 0.257
C -1.26438 0.50753 0.93632 0.55 -1.49 -0.40 0.739
C 0.67120 -1.17893 -0.52039 0.05 -0.16 -0.09 -0.498
O -1.57475 -0.42689 1.61046 0.07 0.07 0.30 -0.516
O -1.66554 1.50650 0.40607 0.11 0.51 0.10 -0.605
O 0.68025 1.43981 -0.58414 0.44 0.01 -0.21 -0.551
H 0.89261 -1.42209 -1.56153 0.08 -0.32 -0.05 0.207
H -0.00788 -1.87200 -0.03814 -0.45 0.14 0.02 0.207
H -0.21637 1.82950 -0.52928 0.38 -0.34 0.22 0.397
```
Positions in Å, forces in eV/Å.

For the energy above the lowest of the compared OMol25 structures with the same formula, charge and spin, the calculation gives 77.2 kcal per mole. As for the largest force on an atom: 2.30 eV/Å. The orbital gap (alpha / beta) comes out at 0.276 / 0.276 Eh. The spin multiplicity is 1. Its charge is -1. The value obtained for the calculated total energy is -10335.785 eV.



No. 5
Here is a structure of composition C4H3O4 in a non-equilibrium geometry from OMol25. Energies are from wB97M-V/def2-TZVPD.

```
11
Properties=species:S:1:pos:R:3:forces:R:3:mulliken_charge:R:1
C 0.62419 0.91182 0.51071 0.14 -0.92 0.53 -0.669
C -0.49003 1.08801 -0.30172 1.48 0.58 1.13 0.938
C -1.95716 -0.93058 0.13417 0.47 -0.57 1.11 0.754
C 1.59636 -0.22470 0.13313 1.68 3.03 -0.13 -0.546
O 0.31533 2.02759 -0.70617 -0.38 0.35 -0.98 -0.470
O -2.92313 -0.81421 0.80461 -0.44 0.07 -0.35 -0.509
O -1.02823 -1.59037 -0.21327 -0.57 0.14 -0.48 -0.530
O -1.65432 0.78160 -0.54934 -0.76 -0.05 -0.91 -0.577
H 1.00581 -1.00494 -0.26164 0.05 -1.22 -0.57 0.223
H 2.12047 -0.47986 1.07633 -0.06 -0.21 -0.77 0.193
H 2.39073 0.23564 -0.62681 -1.61 -1.20 1.43 0.192
```
Positions in Å, forces in eV/Å.

For the energy above the lowest of the compared OMol25 structures with the same formula, charge and spin, the calculation gives 54.4 kcal per mole. As for the largest force on an atom: 3.47 eV/Å. The orbital gap comes out at 0.271 Eh. The spin multiplicity is 1. Its charge is -1. The value obtained for the calculated total energy is -12385.417 eV.



No. 6
Here is a structure of composition C4H3O5Pr in a non-equilibrium geometry from OMol25. Energies are from wB97M-V/def2-TZVPD.

```
13
Properties=species:S:1:pos:R:3:forces:R:3:mulliken_charge:R:1
C 0.01574 0.89134 1.24920 -1.57 1.79 -1.65 -0.734
C 0.33121 0.99163 -0.11014 2.12 -1.25 2.97 -0.045
O 0.76869 -0.24528 -0.70022 -1.12 0.49 1.58 -0.249
C 0.59450 -0.48019 -2.00111 -1.56 0.41 -2.23 0.620
O -0.10219 0.17650 -2.72683 0.72 -0.33 0.73 -0.458
O 1.24241 -1.59447 -2.29958 0.21 -0.48 0.42 -0.421
H 0.36458 1.76146 1.81420 -0.90 0.28 -0.31 0.350
H 0.91419 1.81519 -0.52483 -0.51 0.03 -0.18 0.334
H 0.88777 -1.97081 -3.11582 0.11 0.24 -0.29 0.380
O -2.44012 0.95212 2.59432 3.36 -0.83 -3.02 -0.414
O -1.51819 -1.02977 2.05013 -1.07 1.24 -0.66 -0.589
C -1.61911 0.26354 2.00291 -1.30 -0.54 2.97 0.822
Pr 0.56052 -1.53127 1.76778 1.50 -1.04 -0.33 1.405
```
Positions in Å, forces in eV/Å.

For the energy above the lowest of the compared OMol25 structures with the same formula, charge and spin, the calculation gives 43.3 kcal per mole. As for the largest force on an atom: 4.59 eV/Å. The orbital gap (alpha / beta) comes out at 0.219 / 0.337 Eh. The spin multiplicity is 4. Its charge is +1. The value obtained for the calculated total energy is -28493.038 eV.